{
  "formula": "CH2ClFO2",
  "method": "ωB97M-V with the def2-TZVPD basis set",
  "spin_multiplicity": 1,
  "total_energy_ev": -20398.0688,
  "largest_force_ev_per_a": 3.90,
  "gap_ev": 10.5,
  "smiles": "FOCOCl",
  "total_charge": 0,
  "de_lowest_kcal_mol": 154.0,
  "homo_energy_ev": -10.52,
  "elements": ["Cl", "F", "O", "O", "C", "H", "H"],
  "coordinates": [[-2.191, 0.768, -0.249], [0.062, -2.112, 0.185], [-0.728, 0.884, 0.603], [0.319, -0.972, -0.659], [0.464, 0.213, -0.019], [0.968, 0.946, -0.856], [1.106, 0.273, 0.996]],
  "forces_ev_per_angstrom": [[0.6, 0.0, -0.1], [0.1, 1.1, 0.3], [0.8, -1.2, -1.0], [-0.1, -0.2, -0.7], [1.0, 3.0, 2.2], [-1.4, -2.0, 1.8], [-1.0, -0.7, -2.5]],
  "mulliken_charge": [-0.007, -0.137, -0.271, -0.096, 0.043, 0.245, 0.223]
}